A structure of composition C40H55BrIrN2O6PSi. Source: the Open Molecules 2025 dataset; level of theory: wB97M-V/def2-TZVPD.

Summary:
Frontier orbital gap (eV): 7.84
LUMO energy (eV): -6.2
Charge: +2
Highest occupied orbital energy (eV): -14.0

Positions of all 107 atoms, in Å:
Ir  -0.20  -0.36  0.00
C  -2.69  1.89  -1.59
C  -2.99  0.99  -0.45
N  -2.16  0.12  0.10
C  -2.82  -0.49  1.14
C  -4.08  0.00  1.22
N  -4.16  0.92  0.21
C  -5.23  -0.21  2.14
O  -5.05  -1.08  3.12
O  -6.24  0.42  1.96
C  -2.04  -1.47  1.90
O  -2.46  -2.08  2.86
O  -0.82  -1.61  1.41
H  -1.64  1.82  -1.85
H  -2.92  2.93  -1.33
H  -3.29  1.62  -2.46
H  -5.00  1.46  0.03
H  -4.17  -1.52  3.10
C  -0.99  -2.94  -3.44
C  -0.95  -3.96  -2.30
C  -1.18  -3.11  -1.06
O  -0.76  -1.76  -1.44
C  -0.30  -1.74  -2.83
H  -2.01  -2.70  -3.72
H  -0.46  -3.28  -4.33
H  0.01  -4.46  -2.26
H  -1.72  -4.72  -2.40
H  -0.60  -3.43  -0.19
H  -2.24  -3.04  -0.79
H  0.79  -1.84  -2.84
H  -0.59  -0.78  -3.25
O  0.19  1.10  1.33
P  0.59  1.42  2.77
C  2.01  2.52  2.71
C  2.34  3.15  1.51
C  3.37  4.08  1.49
C  4.06  4.38  2.66
C  3.75  3.73  3.85
C  2.72  2.80  3.87
C  -0.75  2.27  3.59
C  -0.69  3.62  3.90
C  -1.79  4.24  4.49
C  -2.93  3.51  4.77
C  -2.99  2.16  4.47
C  -1.91  1.53  3.88
C  1.00  -0.02  3.75
C  0.68  -0.07  5.11
C  1.00  -1.20  5.85
C  1.61  -2.28  5.24
C  1.93  -2.24  3.89
C  1.63  -1.11  3.14
H  1.78  2.93  0.61
H  3.61  4.59  0.57
H  4.86  5.11  2.64
H  4.29  3.96  4.75
H  2.47  2.30  4.80
H  0.20  4.20  3.68
H  -1.74  5.30  4.73
H  -3.78  4.00  5.24
H  -3.88  1.59  4.71
H  -1.94  0.47  3.69
H  0.18  0.76  5.58
H  0.75  -1.24  6.90
H  1.83  -3.17  5.81
H  2.39  -3.09  3.41
H  1.89  -1.07  2.09
C  4.37  -3.11  -1.00
C  5.44  -2.68  0.02
C  6.84  -3.12  -0.50
C  5.15  -3.43  1.32
Si  5.63  -0.82  0.21
Br  2.07  -0.29  -0.83
C  6.03  -0.12  1.90
C  5.03  -0.52  3.00
C  7.42  -0.72  2.21
C  6.12  1.41  1.95
C  5.96  0.23  -1.31
C  7.50  0.42  -1.30
C  5.56  -0.43  -2.64
C  5.28  1.61  -1.27
H  4.41  -4.20  -1.08
H  4.53  -2.70  -2.00
H  3.37  -2.84  -0.67
H  6.84  -4.20  -0.60
H  7.65  -2.87  0.20
H  7.09  -2.70  -1.47
H  5.13  -4.50  1.10
H  4.18  -3.17  1.74
H  5.91  -3.28  2.09
H  4.84  -1.59  3.06
H  4.08  -0.01  2.88
H  5.45  -0.21  3.96
H  7.39  -1.80  2.34
H  7.77  -0.29  3.15
H  8.17  -0.48  1.45
H  5.17  1.89  1.72
H  6.89  1.82  1.28
H  6.40  1.70  2.97
H  8.04  -0.53  -1.35
H  7.86  0.98  -0.43
H  7.77  0.99  -2.19
H  6.05  -1.39  -2.80
H  5.87  0.23  -3.45
H  4.48  -0.56  -2.72
H  5.56  2.20  -0.40
H  4.20  1.53  -1.30
H  5.60  2.17  -2.15

Here are the Mulliken charges for atoms 1 to 99, given in e: 3.787 -1.446 0.154 -1.032 0.276 0.204 0.010 0.414 -0.535 -0.572 0.752 -0.844 -1.138 0.205 0.410 0.390 0.282 0.393 -0.635 -0.680 -0.273 -0.153 -0.363 0.288 0.398 0.288 0.387 0.226 0.221 0.236 0.275 -1.277 2.152 0.457 -0.487 -0.719 -0.531 -0.875 -0.563 0.089 -0.792 -0.746 -0.725 -0.992 -0.573 0.654 -0.273 -0.894 -0.921 -1.135 0.365 0.339 0.463 0.424 0.468 0.433 0.416 0.462 0.427 0.532 0.826 0.550 0.497 0.481 0.468 0.286 -1.646 2.829 -1.855 -2.244 -1.896 -0.122 2.961 -1.747 -1.873 -2.010 2.604 -1.740 -1.814 -1.652 0.558 0.286 0.280 0.526 0.410 0.365 0.614 0.451 0.380 0.314 0.029 0.587 0.404 0.537 0.398 0.206 0.384 0.652 0.375

***

A structure of composition C22H22N4NiO2. Source: the Open Molecules 2025 dataset; level of theory: wB97M-V/def2-TZVPD.

Summary:
Frontier orbital gap (spin up / spin down) (eV): 7.64 / 7.73
LUMO energy (spin up / spin down) (eV): -0.1 / 0.0
Highest occupied orbital energy (spin up / spin down) (eV): -7.7 / -7.7

Positions of all 51 atoms, in Å:
Ni  -0.15  -0.36  0.20
O  4.10  0.91  -0.23
C  4.42  0.71  1.06
C  5.73  0.99  1.44
C  6.14  0.80  2.74
C  5.24  0.34  3.70
C  3.94  0.07  3.34
C  3.50  0.25  2.02
C  2.09  -0.05  1.66
O  1.74  0.11  0.41
N  1.29  -0.45  2.61
N  0.03  -0.66  2.08
C  -0.97  -0.72  2.86
C  -2.33  -0.71  2.28
C  -3.26  0.11  2.81
C  -4.48  0.52  2.13
C  -4.62  0.64  0.80
C  -3.51  0.35  -0.20
N  -2.54  -1.54  1.19
H  3.16  0.65  -0.33
H  6.42  1.34  0.68
H  7.16  1.02  3.02
H  5.56  0.19  4.73
H  3.22  -0.29  4.06
H  -0.82  -0.60  3.93
H  -3.04  0.56  3.77
H  -5.32  0.82  2.75
H  -5.57  0.98  0.41
H  -3.94  0.46  -1.20
C  -0.24  2.36  -0.34
N  -1.11  1.22  -0.70
C  -1.22  1.15  -2.16
C  -2.43  1.43  -0.06
C  -3.08  -1.10  -0.08
C  -3.99  -2.05  -0.75
C  -3.58  -3.26  -1.12
C  -2.18  -3.67  -0.98
C  -1.26  -2.84  -0.48
C  -1.62  -1.51  0.06
H  -0.66  3.30  -0.73
H  0.75  2.21  -0.76
H  -0.16  2.43  0.74
H  -1.47  2.12  -2.59
H  -1.96  0.40  -2.45
H  -0.26  0.84  -2.58
H  -2.85  2.35  -0.49
H  -2.23  1.64  1.00
H  -5.01  -1.72  -0.96
H  -4.27  -3.95  -1.60
H  -1.89  -4.65  -1.35
H  -0.21  -3.13  -0.49

Charges per atom according to Mulliken partitioning, unit e: -0.086 -0.707 0.321 -0.666 -0.290 -0.758 -0.343 0.242 0.939 -1.231 -1.165 0.839 -0.618 0.889 -0.857 -0.369 -1.164 0.226 -0.302 0.454 0.438 0.369 0.394 0.462 0.460 0.370 0.444 0.458 0.933 -1.100 0.414 -1.069 -1.944 1.735 -1.485 -0.517 -0.643 -0.845 1.106 0.372 0.343 0.365 0.325 0.323 0.354 0.502 0.393 0.422 0.414 0.415 0.436

***

A structure of composition C37H10F20GeOS5W at a distorted geometry. Source: the Open Molecules 2025 dataset; level of theory: wB97M-V/def2-TZVPD.

Summary:
Frontier orbital gap (eV): 3.42
LUMO energy (eV): -10.0
Charge: +2
Highest occupied orbital energy (eV): -13.4

Positions of all 75 atoms, in Å:
W  0.13  0.67  1.86
S  -1.65  0.93  5.49
C  -0.87  0.78  4.03
S  -1.93  0.28  2.64
S  1.03  0.91  3.86
O  -4.09  -0.48  0.54
S  -4.50  0.69  -0.30
C  -6.06  0.13  -0.93
C  -6.58  -1.13  -0.69
C  -7.89  -1.41  -1.10
C  -8.71  -0.44  -1.65
C  -8.18  0.87  -1.88
C  -6.83  1.12  -1.59
C  -3.27  0.60  -1.63
C  -1.96  0.16  -1.40
C  -1.07  0.02  -2.46
C  -1.50  0.38  -3.73
C  -2.80  0.93  -3.97
C  -3.63  1.14  -2.87
H  -6.01  -1.85  -0.10
H  -8.23  -2.42  -0.96
H  -9.76  -0.66  -1.74
H  -8.81  1.64  -2.28
H  -6.41  2.11  -1.62
H  -1.66  -0.12  -0.38
H  0.00  -0.28  -2.34
H  -0.89  0.09  -4.56
H  -3.10  1.15  -4.99
H  -4.53  1.69  -3.00
F  -1.47  3.65  2.60
C  -0.93  3.67  1.38
C  -0.22  2.59  0.82
C  0.17  2.76  -0.50
F  0.79  1.84  -1.25
C  -0.11  3.93  -1.22
F  0.07  3.89  -2.58
C  -0.74  5.05  -0.66
F  -1.16  6.13  -1.40
C  -1.01  4.86  0.70
F  -1.55  5.90  1.42
F  4.23  -1.90  3.63
C  4.14  -0.54  3.42
C  3.76  0.00  2.15
C  4.24  1.32  1.99
F  3.90  2.01  0.87
C  4.67  2.12  3.06
F  4.88  3.45  2.85
C  4.83  1.61  4.33
F  5.30  2.34  5.40
C  4.50  0.26  4.50
F  4.50  -0.22  5.75
Ge  2.77  -1.12  0.80
S  0.50  -1.22  0.73
C  3.28  -1.15  -1.15
C  4.36  -0.33  -1.55
F  5.15  0.20  -0.63
C  4.66  0.00  -2.89
F  5.65  0.88  -3.14
C  3.85  -0.49  -3.95
F  4.14  -0.08  -5.22
C  2.79  -1.32  -3.56
F  2.03  -1.95  -4.53
C  2.59  -1.75  -2.21
F  1.80  -2.79  -2.02
C  2.94  -2.95  1.47
C  2.30  -3.54  2.61
F  1.68  -2.81  3.53
C  2.32  -4.95  2.81
F  1.72  -5.48  3.91
C  2.98  -5.79  1.93
F  3.05  -7.14  2.22
C  3.65  -5.22  0.81
F  4.31  -6.03  -0.07
C  3.76  -3.85  0.72
F  4.69  -3.29  -0.11

Charges per atom according to Mulliken partitioning, unit e: 1.023 0.145 0.108 0.271 0.049 -0.670 0.502 0.455 -0.339 -0.456 -0.485 -0.739 -0.329 0.149 0.031 -0.037 -0.492 -0.897 -0.633 0.367 0.399 0.411 0.414 0.427 0.421 0.018 0.531 0.452 0.390 -0.211 0.048 0.313 0.093 -0.177 0.296 -0.273 0.363 -0.199 0.115 -0.271 -0.289 0.356 0.014 -0.089 -0.275 0.139 -0.270 0.583 -0.251 0.205 -0.279 1.730 -0.345 0.527 0.147 -0.325 0.295 -0.268 0.378 -0.243 0.228 -0.342 -0.190 -0.406 -0.131 0.235 -0.317 0.082 -0.271 0.464 -0.235 -0.008 -0.254 0.148 -0.319

***

A cluster of 2 separate species, C4H12N2 in total at a distorted geometry. Source: the Open Molecules 2025 dataset; level of theory: wB97M-V/def2-TZVPD.

Summary:
Frontier orbital gap (eV): 4.52
LUMO energy (eV): -3.0
Highest occupied orbital energy (eV): -7.6

Positions of all 18 atoms, in Å:
C  -2.20  2.81  0.23
N  -1.02  2.19  0.70
C  -0.60  1.24  -0.23
C  0.45  0.19  0.17
N  0.92  -0.75  -0.86
C  1.83  -3.53  0.28
H  -2.04  3.88  -0.22
H  -2.63  2.26  -0.66
H  -3.06  2.93  0.98
H  -0.06  1.79  -1.09
H  -1.33  0.76  -0.74
H  1.56  -3.97  -0.60
H  0.10  -0.27  1.05
H  1.24  0.76  0.52
H  1.17  -0.14  -1.62
H  1.41  -2.59  0.47
H  2.91  -3.49  0.50
H  1.36  -4.07  1.12

Charges per atom according to Mulliken partitioning, unit e: -0.579 -0.300 -0.546 -0.622 -0.469 -0.733 0.258 0.252 0.242 0.260 0.515 0.253 0.435 0.334 0.213 -0.030 0.229 0.290

***

ΔE to the lowest compared entry with this formula, charge and spin readings, ordered: 0.0, 66.9, 0.0, 174.8 kcal/mol